70
Properties=species:S:1:pos:R:3 method="wB97M-V/def2-TZVPD" relative_energy_kj_mol=0.0 e_lumo_ev="-14.00 / -14.69" homo_lumo_gap_ev="5.673 / 4.977" total_charge=+4 s2=0.758 spin_multiplicity=2 homo_energy_ev="-19.67 / -19.67"
Re 0.52 -0.04 -0.10
C 1.48 -1.15 -3.20
C 1.76 0.33 -3.19
S 0.52 1.17 -2.14
C 1.38 2.74 -1.79
C 0.74 3.37 -0.59
S 0.58 2.23 0.82
C 2.22 2.35 1.62
C 3.25 1.38 1.08
S 2.58 -0.32 0.98
C 3.63 -1.00 -0.35
C 2.93 -2.20 -0.94
S 1.24 -1.87 -1.54
H 2.29 -1.69 -3.70
H 0.56 -1.37 -3.74
H 1.67 0.74 -4.20
H 2.75 0.58 -2.81
H 1.27 3.39 -2.67
H 2.44 2.52 -1.64
H -0.28 3.70 -0.80
H 1.30 4.25 -0.26
H 2.02 2.18 2.67
H 2.57 3.37 1.49
H 4.11 1.34 1.76
H 3.61 1.67 0.10
H 4.58 -1.30 0.09
H 3.83 -0.21 -1.08
H 2.81 -2.99 -0.20
H 3.52 -2.61 -1.77
C 1.73 -0.65 4.74
N 0.66 -1.44 4.07
C 0.51 -2.82 4.59
P -0.51 -0.58 3.37
O -0.01 0.26 2.16
O -1.51 -1.72 2.88
P -1.61 -2.08 1.32
O -0.22 -1.82 0.70
N -2.71 -1.08 0.72
C -2.36 -0.21 -0.40
C -4.05 -0.86 1.34
N -2.02 -3.59 1.29
C -3.43 -4.08 1.27
C -0.97 -4.65 1.37
N -1.34 0.30 4.40
C -1.35 1.78 4.42
C -1.83 -0.36 5.64
H 2.71 -1.05 4.48
H 1.64 -0.70 5.82
H 1.67 0.40 4.44
H 1.39 -3.41 4.32
H -0.36 -3.30 4.18
H 0.45 -2.82 5.68
H -1.58 -0.67 -1.03
H -2.04 0.79 -0.05
H -3.22 -0.05 -1.06
H -4.10 -1.37 2.30
H -4.84 -1.23 0.70
H -4.21 0.20 1.50
H -4.08 -3.42 0.70
H -3.83 -4.18 2.28
H -3.45 -5.06 0.80
H 0.01 -4.20 1.57
H -0.91 -5.20 0.43
H -1.21 -5.36 2.15
H -0.97 2.18 3.48
H -0.76 2.18 5.24
H -2.37 2.15 4.55
H -1.81 -1.44 5.55
H -2.85 -0.04 5.84
H -1.23 -0.06 6.51

58
Properties=species:S:1:pos:R:3 method="wB97M-V/def2-TZVPD" relative_energy_kj_mol=51.0 e_lumo_ev=-3.93 homo_lumo_gap_ev=8.891 total_charge=+1 homo_energy_ev=-12.82
C -1.86 -1.93 -3.04
C -2.03 -1.81 -1.51
C -0.80 -1.25 -0.78
C -0.13 -2.33 0.04
N 1.08 -1.85 0.77
S 2.28 -1.12 -0.10
H -2.50 -1.22 -3.56
H -0.83 -1.76 -3.34
H -2.16 -2.92 -3.39
H -2.91 -1.22 -1.27
H -2.24 -2.81 -1.12
H -1.09 -0.42 -0.13
H -0.12 -0.83 -1.54
H 0.12 -3.19 -0.58
H -0.81 -2.65 0.82
H 1.55 -2.62 1.25
H 1.79 0.12 -0.20
H 2.10 -1.53 -1.37
C -6.09 4.70 -3.37
C -4.76 4.30 -4.01
C -4.63 2.80 -4.27
C -4.68 1.93 -3.02
C -3.63 2.26 -1.96
C -2.20 2.08 -2.45
H -6.21 4.24 -2.39
H -6.15 5.78 -3.24
H -6.93 4.39 -3.99
H -3.93 4.65 -3.39
H -4.66 4.83 -4.97
H -3.69 2.62 -4.81
H -5.43 2.49 -4.95
H -4.57 0.88 -3.32
H -5.67 2.00 -2.56
H -3.79 1.62 -1.09
H -3.76 3.29 -1.60
H -2.03 1.05 -2.79
H -1.48 2.30 -1.66
H -1.97 2.75 -3.29
C 2.68 -0.26 3.70
C 4.08 -0.43 3.12
C 4.53 -1.88 3.02
C 4.60 -2.64 4.35
C 5.52 -1.99 5.39
C 6.98 -1.91 4.95
H 2.61 -0.64 4.72
H 2.39 0.79 3.73
H 1.93 -0.80 3.10
H 4.78 0.15 3.73
H 4.12 0.02 2.12
H 5.51 -1.92 2.52
H 3.84 -2.43 2.35
H 4.95 -3.65 4.15
H 3.60 -2.74 4.77
H 5.46 -2.58 6.31
H 5.16 -0.99 5.64
H 7.37 -2.90 4.72
H 7.60 -1.48 5.73
H 7.10 -1.29 4.06

82
Properties=species:S:1:pos:R:3 method="wB97M-V/def2-TZVPD" relative_energy_kj_mol=930.8 e_lumo_ev=-11.74 homo_lumo_gap_ev=0.776 total_charge=+2 homo_energy_ev=-12.51
C 1.75 -0.15 2.43
C 2.99 -0.82 1.61
N 2.68 -1.29 0.21
C 2.10 -0.23 -0.68
C 3.14 0.08 -1.95
C 1.96 -2.61 0.16
S 2.55 -3.75 -1.01
S 0.52 -3.17 1.20
C -0.90 -3.39 -0.03
C -2.38 -3.49 0.66
C -2.89 -2.14 1.44
P -2.83 -0.54 0.41
O -1.18 -0.24 0.91
Br -5.04 -0.76 -0.16
C -2.44 -0.39 -1.45
C -3.29 0.77 -2.24
B -3.30 1.10 1.36
C -2.28 2.40 1.06
O -4.44 1.17 2.30
H 2.23 0.47 3.33
H 1.01 -0.92 2.94
H 1.10 0.62 1.83
H 3.48 -1.70 2.24
H 3.85 0.01 1.52
H 1.91 0.81 -0.18
H 1.12 -0.69 -1.18
H 2.63 0.86 -2.68
H 4.10 0.65 -1.51
H 3.43 -0.88 -2.55
H -0.81 -2.58 -0.88
H -0.70 -4.44 -0.56
H -2.31 -4.35 1.48
H -3.20 -3.90 -0.11
H -4.04 -2.32 1.71
H -2.34 -2.05 2.49
H -0.51 -0.63 0.28
H -1.31 -0.22 -1.71
H -2.75 -1.43 -1.95
H -4.20 0.35 -2.85
H -2.55 1.23 -3.06
H -3.63 1.67 -1.58
H -2.84 3.42 1.00
H -1.46 2.39 1.92
H -1.73 2.17 0.05
H -4.15 1.83 3.01
Be 5.26 1.06 1.86
C 7.49 2.44 5.19
O 6.55 3.31 4.58
H 7.11 1.42 5.15
H 8.44 2.49 4.65
H 7.64 2.73 6.23
H 6.92 4.21 4.63
Cl -5.84 -1.05 2.03
C -4.27 4.18 -3.27
O -2.87 4.03 -3.47
H -4.58 3.54 -2.45
H -4.49 5.22 -3.02
H -4.80 3.89 -4.18
H -2.63 4.62 -4.20
C -8.66 1.10 -1.31
O -7.86 0.42 -2.00
O -8.41 0.96 -0.01
O -9.61 1.84 -1.64
H -7.66 0.35 -0.20
C -1.01 -1.85 -6.27
S -0.98 -1.62 -4.47
O -1.00 -0.15 -4.20
C 0.73 -2.19 -4.25
H -1.99 -1.52 -6.64
H -0.23 -1.25 -6.74
H -0.87 -2.90 -6.51
H 1.41 -1.57 -4.84
H 0.81 -3.23 -4.55
H 0.99 -2.10 -3.19
F -2.91 -2.20 4.22
Cs -5.61 -3.10 -1.08
O 10.58 0.26 4.75
Cl 10.89 1.12 5.87
O 11.67 2.25 5.41
O 11.64 0.38 6.86
O 9.65 1.59 6.46
Al 5.49 -1.63 1.34

82
Properties=species:S:1:pos:R:3 method="wB97M-V/def2-TZVPD" e_lumo_ev=-0.74 homo_lumo_gap_ev=7.905 homo_energy_ev=-8.65
Hf 10.51 13.20 11.01
Cl 10.63 14.29 13.62
Cl 9.00 13.96 8.69
Cl 9.12 10.75 10.97
Cl 12.06 12.01 9.04
C 11.80 16.36 6.74
N 12.79 15.61 7.42
O 13.71 15.07 6.77
O 12.57 15.46 8.63
H 11.81 17.39 7.11
H 10.84 15.93 7.01
H 11.89 16.36 5.65
C 6.34 16.71 9.25
N 5.69 17.82 8.42
O 5.59 18.91 8.99
O 5.15 17.45 7.40
H 7.40 16.78 9.47
H 6.12 15.71 8.88
H 5.94 16.66 10.27
O 6.46 7.68 8.31
C 6.81 8.66 7.68
N 7.77 9.51 8.05
C 6.19 8.93 6.31
H 8.18 9.45 8.97
H 7.98 10.25 7.40
H 5.20 8.48 6.26
H 6.67 8.37 5.50
H 5.89 9.98 6.25
O 12.20 6.52 9.63
C 11.36 7.41 9.63
N 11.50 8.47 10.36
C 10.06 7.24 8.98
H 12.42 8.68 10.71
H 10.76 9.16 10.31
H 9.81 8.12 8.38
H 9.29 6.96 9.69
H 10.08 6.30 8.42
O 12.66 14.20 11.27
C 13.76 14.69 11.59
N 14.63 14.92 10.63
C 14.13 15.13 13.02
H 14.31 14.62 9.72
H 15.44 15.51 10.69
H 13.70 14.59 13.87
H 13.87 16.17 13.26
H 15.17 14.86 13.20
O 11.79 11.69 12.47
C 12.29 10.73 13.10
N 11.50 9.88 13.68
C 13.79 10.48 13.15
H 10.52 10.09 13.76
H 11.81 9.15 14.31
H 13.99 9.42 13.02
H 14.17 10.79 14.13
H 14.32 11.11 12.43
O 10.51 15.60 10.77
C 10.58 16.75 11.04
N 11.69 17.36 10.61
C 9.49 17.48 11.82
H 11.82 18.30 10.94
H 12.28 16.76 10.04
H 8.85 16.87 12.45
H 8.91 18.05 11.10
H 9.94 18.23 12.48
O 10.57 18.84 16.27
C 10.83 17.78 15.72
N 9.84 17.00 15.26
C 12.26 17.28 15.57
H 8.90 17.26 15.51
H 9.95 16.04 14.97
H 12.36 16.45 14.86
H 12.67 16.90 16.51
H 12.88 18.11 15.25
O 8.33 13.97 11.70
C 7.17 14.30 12.04
N 6.17 14.16 11.18
C 6.85 15.16 13.23
H 5.43 14.82 11.35
H 6.23 13.60 10.34
H 7.51 15.10 14.09
H 5.90 14.82 13.65
H 6.79 16.20 12.92

Number 1: E -93357.0501 eV. Number 2: E -29558.3773 eV. Number 3: E -191092.0604 eV. Number 4: E -104591.0291 eV.